(1)
Formula: C39H67N15RbS
Source: the OMol25 dataset
Level of theory: ωB97M-V/def2-TZVPD

The value obtained for the gap between HOMO and LUMO is 8.2 eV. Its net charge is +1. The calculation puts the lowest unoccupied orbital energy at -1.750 eV. The value obtained for the relative energy (zero: lowest compared OMol25 entry of this formula, charge and spin) is 0.00 kcal/mol. The calculation puts the HOMO energy at -9.94 eV.

Each line ends with the Mulliken charge.
Positions of all 123 atoms, in Å:
Rb (0.178, 0.691, -0.654)  0.798
C (2.993, -1.192, 1.092)  -0.332
N (2.835, -1.068, 2.526)  0.692
C (3.925, -1.620, 3.302)  -1.165
C (1.870, -0.238, 3.047)  -1.032
N (1.043, 0.354, 2.267)  1.312
C (-0.033, 1.162, 2.819)  -0.036
C (0.137, 2.630, 2.430)  -2.215
N (0.064, 2.859, 0.980)  1.660
C (-1.174, 3.544, 0.592)  -1.457
C (-2.466, 2.796, 0.897)  -0.804
N (-2.571, 1.567, 0.116)  0.083
C (-3.558, 0.774, 0.326)  -0.580
N (-3.552, -0.525, -0.184)  1.179
C (-2.274, -1.054, -0.618)  -0.099
C (-4.659, -0.863, -1.069)  -1.233
N (-4.686, 1.084, 1.067)  0.440
C (-5.379, 0.083, 1.854)  -1.066
C (-5.431, 2.300, 0.799)  -1.290
C (1.233, 3.590, 0.454)  -1.387
C (2.570, 2.844, 0.530)  0.060
N (2.720, 1.855, -0.532)  0.563
C (3.873, 1.652, -1.057)  -0.267
N (5.068, 2.145, -0.552)  0.417
C (5.402, 1.961, 0.845)  -0.817
C (6.150, 2.599, -1.402)  -1.171
N (3.985, 0.892, -2.219)  0.089
C (4.991, -0.162, -2.238)  -1.047
C (2.753, 0.491, -2.882)  -0.840
N (1.941, -0.122, 4.459)  0.451
C (2.266, 1.190, 4.986)  -1.019
C (1.048, -0.932, 5.265)  -0.950
H (3.188, -2.232, 0.821)  0.477
H (3.831, -0.583, 0.734)  0.240
H (2.098, -0.841, 0.594)  -0.453
H (4.078, -2.662, 3.015)  0.299
H (3.703, -1.573, 4.363)  0.380
H (4.860, -1.081, 3.115)  0.287
H (-0.123, 1.094, 3.903)  0.124
H (-0.980, 0.792, 2.409)  -0.232
H (1.101, 2.979, 2.809)  0.583
H (-0.626, 3.226, 2.946)  0.456
H (-1.143, 3.711, -0.489)  0.165
H (-1.231, 4.535, 1.072)  0.318
H (-3.265, 3.505, 0.671)  0.569
H (-2.557, 2.584, 1.970)  0.452
H (-1.561, -0.941, 0.194)  -1.084
H (-1.882, -0.582, -1.529)  0.567
H (-2.388, -2.120, -0.818)  0.166
H (-5.577, -0.389, -0.730)  0.400
H (-4.815, -1.943, -1.082)  0.225
H (-4.461, -0.533, -2.096)  0.233
H (-4.715, -0.752, 2.064)  0.243
H (-6.276, -0.296, 1.349)  0.338
H (-5.696, 0.526, 2.801)  0.409
H (-5.407, 3.010, 1.630)  0.311
H (-6.476, 2.043, 0.602)  0.378
H (-5.043, 2.789, -0.092)  0.457
H (1.343, 4.555, 0.973)  0.244
H (1.039, 3.824, -0.597)  -0.028
H (2.625, 2.341, 1.501)  -0.361
H (3.364, 3.597, 0.508)  0.567
H (4.579, 1.486, 1.373)  0.025
H (5.626, 2.909, 1.343)  0.281
H (6.282, 1.314, 0.942)  0.357
H (5.816, 2.654, -2.435)  0.360
H (7.018, 1.931, -1.352)  0.376
H (6.480, 3.592, -1.088)  0.341
H (5.855, 0.111, -1.643)  0.361
H (5.321, -0.346, -3.261)  0.341
H (4.583, -1.100, -1.838)  0.216
H (2.056, 1.321, -2.937)  0.324
H (2.258, -0.344, -2.364)  0.154
H (2.988, 0.164, -3.896)  0.492
H (2.942, 1.708, 4.304)  0.258
H (2.780, 1.084, 5.944)  0.342
H (1.390, 1.831, 5.150)  0.305
H (0.850, -1.883, 4.771)  0.327
H (0.079, -0.448, 5.446)  0.275
H (1.511, -1.134, 6.234)  0.284
C (1.588, -4.304, -0.551)  -1.307
C (2.082, -4.650, -1.796)  -0.845
C (1.669, -3.926, -2.902)  -1.175
C (0.770, -2.881, -2.727)  0.738
N (0.320, -2.516, -1.524)  0.718
C (0.724, -3.222, -0.466)  0.068
C (0.255, -2.109, -3.905)  0.484
C (0.175, -2.709, -5.158)  -0.872
C (-0.284, -1.961, -6.226)  -0.889
C (-0.651, -0.646, -6.011)  -0.887
C (-0.556, -0.131, -4.724)  0.410
N (-0.115, -0.846, -3.689)  0.438
C (-0.945, 1.294, -4.465)  0.269
C (-2.013, 1.869, -5.143)  -1.056
C (-2.311, 3.202, -4.919)  -0.559
C (-1.530, 3.921, -4.031)  -1.045
C (-0.494, 3.260, -3.392)  -0.151
N (-0.205, 1.974, -3.588)  0.132
H (1.874, -4.841, 0.344)  0.581
H (2.782, -5.468, -1.909)  0.426
H (2.053, -4.163, -3.885)  0.482
H (0.335, -2.908, 0.498)  0.389
H (0.449, -3.746, -5.291)  0.524
H (-0.350, -2.397, -7.214)  0.439
H (-0.988, -0.022, -6.827)  0.607
H (-2.611, 1.275, -5.822)  0.509
H (-3.139, 3.672, -5.434)  0.468
H (-1.715, 4.968, -3.833)  0.441
H (0.138, 3.789, -2.686)  0.519
C (-4.275, -4.111, 0.827)  -1.174
N (-2.970, -3.861, 1.426)  -0.169
C (-2.703, -3.029, 2.451)  0.101
S (-1.203, -2.251, 2.589)  -0.154
N (-3.688, -2.813, 3.348)  -0.033
C (-4.738, -3.756, 3.720)  -1.087
H (-4.159, -4.109, -0.256)  0.373
H (-4.966, -3.310, 1.082)  0.297
H (-4.704, -5.065, 1.127)  0.402
H (-2.160, -4.040, 0.854)  0.196
H (-3.419, -2.134, 4.042)  0.269
H (-4.450, -4.771, 3.453)  0.338
H (-5.700, -3.527, 3.263)  0.302
H (-4.855, -3.721, 4.801)  0.393


(2)
Formula: C5H17N2O
Source: the OMol25 dataset
Level of theory: ωB97M-V/def2-TZVPD

The value obtained for the gap between HOMO and LUMO is 8.4 eV. Its net charge is +1. The calculation puts the lowest unoccupied orbital energy at -3.361 eV. The value obtained for the relative energy (zero: lowest compared OMol25 entry of this formula, charge and spin) is 52.69 kcal/mol. The calculation puts the HOMO energy at -11.79 eV.

Each line ends with the Mulliken charge.
Positions of all 25 atoms, in Å:
C (0.084, 0.880, 1.453)  -0.668
C (-0.926, 0.679, 0.405)  -0.693
C (-0.404, 0.238, -0.931)  -0.325
C (-0.001, -1.198, -0.907)  -0.877
N (-1.057, -1.984, -0.234)  -0.223
C (-1.956, -2.548, -1.173)  -0.907
N (0.716, 2.271, 1.362)  -0.177
H (0.870, 0.069, 1.430)  0.232
H (-0.227, 0.680, 2.490)  0.375
H (-1.546, -0.193, 0.765)  0.388
H (-1.583, 1.508, 0.166)  0.363
H (0.522, 0.757, -1.151)  0.256
H (-1.151, 0.445, -1.798)  0.290
H (0.943, -1.353, -0.462)  0.441
H (0.286, -1.552, -1.936)  0.313
H (-0.704, -2.723, 0.364)  0.230
H (-2.512, -3.427, -0.856)  0.351
H (-1.459, -2.832, -2.046)  0.337
H (-2.745, -1.658, -1.322)  0.193
H (-0.014, 2.848, 0.944)  0.390
H (1.616, 2.146, 0.895)  0.342
H (0.858, 2.654, 2.345)  0.388
H (3.766, 1.425, 0.760)  0.317
H (3.595, 1.631, -0.700)  0.362
O (3.028, 1.235, 0.138)  -0.699


(3)
Formula: C3H4INO
Source: the OMol25 dataset
Level of theory: ωB97M-V/def2-TZVPD

The value obtained for the gap between HOMO and LUMO is 10.3 eV. Its net charge is 0. The calculation puts the lowest unoccupied orbital energy at 0.822 eV. The value obtained for the relative energy (zero: lowest compared OMol25 entry of this formula, charge and spin) is 14.06 kcal/mol. The calculation puts the HOMO energy at -9.44 eV.

Each line ends with the Mulliken charge.
Positions of all 10 atoms, in Å:
C (0.672, 1.280, -0.158)  -0.044
C (1.395, -0.657, 0.382)  -0.252
C (0.041, -0.623, 0.354)  -0.075
N (-0.388, 0.596, -0.071)  -0.336
O (1.815, 0.583, 0.085)  -0.304
I (-3.656, -0.307, -0.830)  -0.122
H (0.777, 2.357, -0.507)  0.319
H (2.030, -1.559, 0.612)  0.321
H (-2.013, -0.273, -0.613)  0.153
H (-0.673, -1.397, 0.747)  0.340


(4)
Formula: C18H25N6O8
Source: the OMol25 dataset
Level of theory: ωB97M-V/def2-TZVPD

The value obtained for the gap between HOMO and LUMO is 7.7 eV. Its net charge is -1. The calculation puts the lowest unoccupied orbital energy at 2.151 eV. The calculation puts the HOMO energy at -5.53 eV.

Each line ends with the Mulliken charge.
Positions of all 57 atoms, in Å:
O (4.919, -5.010, 0.369)  -0.710
O (0.428, -0.303, -1.102)  -0.616
O (4.445, -2.224, -3.398)  -0.730
O (0.236, -2.140, -2.330)  -0.877
N (-2.610, 2.194, -1.658)  -0.785
N (-5.793, 1.587, 0.226)  -0.731
O (-2.422, 1.784, 4.854)  -0.590
O (-0.879, 1.151, 2.572)  -0.552
O (1.318, 3.208, 0.648)  -0.597
O (1.927, 2.515, 3.102)  -0.639
C (3.892, -4.600, -0.153)  0.696
C (0.840, -1.407, -1.512)  0.533
C (3.263, -2.486, -3.176)  0.227
C (-1.458, 2.032, -1.036)  -0.275
C (-5.212, 1.318, 1.406)  -0.454
C (-4.977, 1.901, -0.772)  -0.036
C (-3.829, 1.347, 1.602)  -0.230
C (-3.579, 1.946, -0.682)  0.508
C (-2.992, 1.663, 0.536)  0.993
N (-5.603, 2.101, -1.955)  -0.549
N (2.322, -2.307, -4.107)  -0.080
N (-1.628, 1.752, 0.318)  0.413
N (3.933, -3.626, -1.057)  -0.097
C (2.563, -5.223, 0.227)  -0.966
C (2.561, -1.789, -5.450)  -0.975
C (-1.610, 2.765, 4.208)  -0.640
C (-0.500, 1.632, 1.265)  0.216
C (-0.410, 2.039, 3.597)  0.013
C (0.166, 3.001, 1.477)  -0.557
C (0.579, 3.002, 2.943)  0.154
C (2.189, -1.885, -0.964)  -0.749
C (2.814, -3.020, -1.797)  0.112
H (-2.494, 1.013, 4.258)  0.390
H (2.041, 2.648, 0.993)  0.369
H (2.149, 2.381, 4.040)  0.357
H (-0.488, 2.126, -1.516)  0.494
H (-5.846, 1.053, 2.246)  0.374
H (-3.423, 1.090, 2.568)  -0.082
H (-4.950, 2.000, -2.727)  0.273
H (-6.480, 1.602, -1.994)  0.262
H (1.356, -2.409, -3.790)  0.312
H (4.851, -3.282, -1.299)  0.234
H (1.893, -4.454, 0.604)  0.271
H (2.733, -5.967, 1.003)  0.311
H (2.126, -5.698, -0.647)  0.274
H (2.949, -0.772, -5.380)  0.295
H (3.294, -2.416, -5.958)  0.290
H (1.628, -1.781, -6.014)  0.352
H (-1.282, 3.514, 4.936)  0.385
H (-2.179, 3.276, 3.424)  0.296
H (0.232, 0.933, 0.847)  0.005
H (0.094, 1.473, 4.387)  0.378
H (-0.568, 3.793, 1.298)  0.467
H (0.501, 4.012, 3.362)  0.385
H (2.029, -2.230, 0.058)  0.372
H (2.886, -1.045, -0.926)  0.182
H (2.053, -3.779, -1.976)  0.322